# 1
Density functional theory data (wB97M-V/def2-TZVPD) for a structure of composition C32H40Cl2NOP3SV at a distorted geometry.

Structure (XYZ):
```
81
C32H40Cl2NOP3SV wB97M-V/def2-TZVPD
P 0.94 -0.04 -2.05
C 0.48 -0.38 -3.74
C 0.28 0.68 -4.65
H 0.29 1.71 -4.30
C 0.06 0.40 -6.00
H -0.09 1.22 -6.69
C 0.04 -0.92 -6.45
H -0.12 -1.13 -7.51
C 0.23 -1.97 -5.54
H 0.22 -3.00 -5.89
C 0.44 -1.71 -4.19
H 0.58 -2.52 -3.47
C 0.58 1.69 -1.74
C -0.75 2.11 -1.88
H -1.50 1.44 -2.32
C -1.11 3.38 -1.45
H -2.14 3.70 -1.51
C -0.13 4.26 -0.95
H -0.41 5.26 -0.64
C 1.20 3.85 -0.88
H 1.97 4.53 -0.52
C 1.57 2.56 -1.26
H 2.61 2.24 -1.21
C 2.69 -0.32 -1.81
C 3.57 0.24 -2.76
H 3.16 0.78 -3.62
C 4.94 0.10 -2.61
H 5.61 0.54 -3.34
C 5.45 -0.62 -1.51
H 6.53 -0.71 -1.39
C 4.57 -1.20 -0.59
H 4.97 -1.76 0.26
C 3.19 -1.08 -0.74
H 2.51 -1.60 -0.07
V -1.21 -1.88 0.98
C -1.19 -0.56 2.76
C -0.48 0.56 2.64
H -1.69 -0.83 3.71
C 0.20 0.78 1.30
O 1.64 0.69 1.54
H 2.12 0.73 0.68
C -0.30 -0.29 0.43
H -0.03 1.77 0.88
C -0.08 -0.99 -0.67
Cl -2.46 -3.04 2.67
Cl -1.88 -3.53 -0.57
P -3.47 -1.12 0.52
C -4.88 -2.28 0.65
H -5.11 -2.46 1.70
H -4.62 -3.22 0.16
H -5.75 -1.83 0.15
C -4.05 0.27 1.55
H -3.33 1.09 1.48
H -4.11 -0.06 2.59
H -5.03 0.59 1.20
C -3.60 -0.49 -1.18
H -3.15 -1.22 -1.86
H -3.08 0.47 -1.25
H -4.67 -0.36 -1.41
P -0.22 1.77 3.98
C -1.37 1.43 5.29
C -0.50 3.35 3.19
H -1.24 0.41 5.67
H -2.40 1.56 4.94
H -1.17 2.15 6.10
H 0.18 3.48 2.34
H -0.33 4.14 3.93
H -1.54 3.40 2.82
C 1.50 1.64 4.47
H 1.69 0.64 4.88
H 1.70 2.41 5.23
H 2.13 1.78 3.59
H -0.47 -1.92 -1.11
S 2.70 -3.51 2.71
C 1.65 -4.88 2.42
C 0.47 -4.47 1.84
N 0.39 -3.09 1.66
C 1.50 -2.46 2.08
H 1.91 -5.90 2.67
H -0.38 -5.08 1.54
H 1.61 -1.38 2.13
```

Values from the calculation:
**Max |F|**: 4.88 eV/Å
**Frontier orbital gap (alpha / beta)**: 0.2784 / 0.2848 Eh
**Expectation value of S²**: 0.7745
**HOMO (alpha / beta)**: -13.55 / -13.57 eV
**Multiplicity**: 2
**Net charge**: +2
**E_tot**: -4659.51364 a.u.
**LUMO energy (alpha / beta)**: -0.220 / -0.214 Eh

# 2
Density functional theory data (wB97M-V/def2-TZVPD) for a cluster of 12 separate species, C34H62Br10O21 in total at a distorted geometry.

Structure (XYZ):
```
127
C34H62Br10O21 wB97M-V/def2-TZVPD
C 9.19 -8.19 -20.09
C 9.28 -7.27 -18.90
C 9.01 -7.92 -17.54
O 9.90 -7.14 -16.67
C 10.84 -6.58 -17.42
O 11.70 -5.93 -17.00
O 10.67 -6.87 -18.73
H 8.14 -8.51 -20.17
H 9.71 -9.14 -19.95
H 9.61 -7.71 -20.96
H 8.63 -6.39 -19.01
H 9.30 -8.97 -17.48
H 7.98 -7.75 -17.27
C 11.70 -2.29 -13.04
C 10.89 -3.56 -13.19
C 11.70 -4.79 -13.53
O 11.22 -5.83 -12.64
C 10.50 -5.28 -11.67
O 10.02 -5.88 -10.75
O 10.35 -3.94 -11.89
H 11.09 -1.43 -12.78
H 12.25 -2.14 -13.97
H 12.48 -2.42 -12.28
H 10.03 -3.35 -13.84
H 12.76 -4.62 -13.30
H 11.69 -5.12 -14.57
C 14.90 -12.09 -15.37
C 14.25 -10.90 -16.11
C 14.32 -11.00 -17.67
O 12.94 -10.85 -18.06
C 12.14 -10.70 -17.00
O 10.99 -10.53 -17.05
O 12.82 -10.89 -15.84
H 15.85 -12.32 -15.82
H 14.19 -12.91 -15.38
H 15.05 -11.76 -14.34
H 14.63 -9.95 -15.73
H 14.74 -11.96 -17.97
H 14.96 -10.22 -18.08
C 13.43 -4.44 -9.32
O 14.45 -3.58 -9.76
C 14.84 -3.71 -11.00
O 14.53 -4.58 -11.72
O 15.69 -2.78 -11.28
C 16.34 -2.90 -12.54
H 12.56 -4.48 -9.97
H 13.13 -4.07 -8.35
H 13.81 -5.46 -9.25
H 17.30 -2.40 -12.40
H 15.82 -2.41 -13.35
H 16.63 -3.93 -12.72
C 12.30 -12.46 -12.50
O 12.22 -12.85 -11.13
C 12.68 -12.10 -10.18
O 12.62 -12.35 -9.04
O 13.21 -11.02 -10.65
C 13.65 -9.98 -9.70
H 11.33 -12.07 -12.81
H 12.54 -13.35 -13.09
H 13.05 -11.72 -12.74
H 13.08 -10.10 -8.78
H 13.36 -9.08 -10.22
H 14.73 -10.07 -9.59
C 7.01 -11.27 -13.65
O 7.97 -11.01 -12.64
C 8.65 -9.85 -12.70
O 8.25 -8.89 -13.23
O 9.76 -9.99 -12.02
C 10.66 -8.86 -11.94
H 7.33 -10.91 -14.65
H 6.05 -10.76 -13.52
H 6.85 -12.34 -13.73
H 11.65 -9.22 -12.19
H 10.72 -8.54 -10.89
H 10.37 -8.01 -12.54
C 18.08 -10.27 -14.67
O 17.59 -10.43 -16.04
C 18.40 -10.91 -16.97
O 19.51 -11.26 -16.83
O 17.73 -10.96 -18.11
C 18.44 -11.51 -19.19
H 19.17 -10.35 -14.63
H 17.72 -11.13 -14.09
H 17.66 -9.36 -14.30
H 19.51 -11.42 -19.07
H 18.08 -10.93 -20.04
H 18.19 -12.56 -19.27
Br 14.37 -8.07 -12.71
C 14.06 -7.27 -14.48
C 15.10 -6.21 -14.73
Br 16.92 -6.80 -14.36
H 13.05 -6.88 -14.58
H 14.21 -8.13 -15.12
H 14.92 -5.30 -14.16
H 15.14 -5.88 -15.77
Br 13.24 0.12 -19.17
C 14.12 -1.25 -18.10
C 13.10 -1.85 -17.15
Br 13.95 -3.36 -16.23
H 14.94 -0.75 -17.59
H 14.62 -1.97 -18.74
H 12.25 -2.23 -17.71
H 12.86 -1.13 -16.39
Br 19.85 -8.23 -12.00
C 21.02 -6.77 -12.63
C 20.23 -5.53 -12.96
Br 19.15 -4.94 -11.46
H 21.40 -7.19 -13.56
H 21.83 -6.69 -11.92
H 19.58 -5.66 -13.81
H 20.95 -4.75 -13.20
Br 13.20 -3.90 -20.96
C 13.65 -4.92 -19.34
C 14.08 -6.27 -19.74
Br 14.80 -7.17 -18.18
H 12.76 -4.81 -18.74
H 14.52 -4.42 -18.93
H 14.75 -6.36 -20.59
H 13.23 -6.87 -20.07
Br 19.82 -5.36 -16.59
C 18.51 -6.19 -17.75
C 18.15 -5.25 -18.86
Br 17.23 -3.63 -18.24
H 17.66 -6.56 -17.19
H 19.02 -7.04 -18.20
H 17.42 -5.77 -19.49
H 18.98 -4.91 -19.45
```

Values from the calculation:
**SMILES**: C[C@H]1COC(=O)O1.C[C@H]1COC(=O)O1.C[C@H]1COC(=O)O1.COC(=O)OC.COC(=O)OC.COC(=O)OC.COC(=O)OC.BrCCBr.BrCCBr.BrCCBr.BrCCBr.BrCCBr
**Max |F|**: 4.50 eV/Å
**Frontier orbital gap**: 0.3628 Eh
**Energy above the lowest of the compared OMol25 structures with the same formula, charge and spin**: 0.0 kJ/mol
**HOMO**: -9.88 eV
**Multiplicity**: 1
**E_tot**: -28652.98255 a.u.
**LUMO energy**: 0.000 Eh

# 3
Density functional theory data (wB97M-V/def2-TZVPD) for a structure of composition C48H50AsBr3CdN7Se at a distorted geometry.

Structure (XYZ):
```
111
C48H50AsBr3CdN7Se wB97M-V/def2-TZVPD
Cd 1.02 0.74 0.19
Br 2.57 7.97 -0.51
C 2.07 6.13 -0.43
C 3.04 5.15 -0.35
C 2.60 3.84 -0.28
N 1.32 3.49 -0.28
C 0.40 4.44 -0.33
C 0.73 5.80 -0.41
C -1.01 3.99 -0.24
C -2.05 4.69 -0.85
C -3.33 4.19 -0.73
Br -4.76 5.09 -1.60
C -3.56 3.04 0.00
C -2.46 2.43 0.58
N -1.22 2.88 0.46
H 4.09 5.39 -0.35
H 3.32 3.02 -0.21
H -0.03 6.56 -0.41
H -1.86 5.57 -1.45
H -4.56 2.63 0.10
H -2.60 1.52 1.15
Br 2.47 1.41 6.92
C 2.10 1.29 5.04
C 2.00 2.45 4.29
C 1.71 2.33 2.93
C 1.51 1.10 2.30
C 1.64 -0.03 3.11
C 1.92 0.04 4.47
H 2.13 3.41 4.75
H 1.62 3.26 2.36
H 1.50 -1.01 2.67
H 2.00 -0.85 5.07
C 6.72 0.52 0.72
C 5.44 0.00 1.35
N 4.33 0.63 0.68
C 4.26 0.69 -0.70
N 3.10 0.88 -1.25
C 3.01 0.90 -2.70
C 4.28 1.43 -3.35
C 5.44 0.61 -2.82
N 5.46 0.69 -1.37
C 6.67 0.18 -0.75
H 7.60 0.09 1.19
H 6.75 1.61 0.85
H 5.38 0.25 2.41
H 5.40 -1.10 1.25
H 3.42 0.47 1.10
H 2.15 1.51 -2.98
H 2.82 -0.12 -3.05
H 4.42 2.48 -3.10
H 4.22 1.33 -4.44
H 6.39 1.01 -3.18
H 5.35 -0.43 -3.15
H 7.52 0.63 -1.28
H 6.74 -0.91 -0.88
Se 4.26 -2.65 -1.24
C 2.83 -2.05 -0.41
N 1.90 -1.62 0.16
C -1.25 -7.44 -1.84
C -1.18 -6.04 -1.28
C -1.45 -5.79 0.06
C -1.41 -4.50 0.58
C -1.67 -4.31 2.06
C -1.14 -3.41 -0.26
As -1.10 -1.66 0.70
N -0.82 -0.27 -0.46
C -1.57 0.22 -1.48
C -1.02 1.21 -2.34
C -1.73 1.76 -3.39
C -3.03 1.36 -3.66
C -3.60 0.38 -2.85
C -2.89 -0.18 -1.80
C -3.04 -1.37 1.22
C -3.19 -0.35 2.17
C -2.00 0.38 2.76
C -4.45 0.03 2.63
C -5.60 -0.60 2.17
C -6.98 -0.20 2.65
C -5.45 -1.63 1.25
C -4.21 -2.02 0.77
C -4.22 -3.17 -0.22
C -0.78 -3.66 -1.59
C -0.31 -2.58 -2.53
C -0.82 -4.97 -2.07
H -1.53 -8.15 -1.07
H -0.28 -7.74 -2.25
H -1.98 -7.50 -2.64
H -1.70 -6.61 0.72
H -1.84 -5.27 2.54
H -2.53 -3.66 2.23
H -0.80 -3.83 2.52
H -0.01 1.54 -2.13
H -1.25 2.51 -4.01
H -3.58 1.78 -4.49
H -4.61 0.05 -3.03
H -3.37 -0.93 -1.19
H -1.40 0.86 1.99
H -1.35 -0.31 3.28
H -2.33 1.15 3.46
H -4.53 0.82 3.36
H -6.95 0.72 3.22
H -7.40 -0.98 3.29
H -7.65 -0.07 1.80
H -6.34 -2.13 0.89
H -5.19 -3.20 -0.72
H -4.08 -4.12 0.30
H -3.45 -3.09 -0.97
H 0.40 -1.92 -2.03
H -1.14 -1.97 -2.88
H 0.18 -3.02 -3.40
H -0.54 -5.14 -3.11
```

Values from the calculation:
**Max |F|**: 1.36 eV/Å
**Frontier orbital gap**: 0.2354 Eh
**Energy above the lowest of the compared OMol25 structures with the same formula, charge and spin**: 6.2 kJ/mol
**HOMO**: -4.55 eV
**Multiplicity**: 1
**Net charge**: -1
**E_tot**: -14769.50840 a.u.
**LUMO energy**: 0.068 Eh